Entry 1:
Formula: C36H33BeGeN6OS
Source: the Open Molecules 2025 dataset
Level of theory: ωB97M-V with the def2-TZVPD basis set

Cartesian coordinates (Å):
Be 0.114 -0.775 0.731
N 3.795 -0.028 1.569
C 4.108 -0.058 0.213
C 5.326 -0.045 -0.460
C 5.262 -0.105 -1.835
C 4.032 -0.181 -2.516
C 2.834 -0.199 -1.840
C 2.885 -0.132 -0.450
N 1.860 -0.137 0.488
C 2.452 -0.086 1.659
C 1.618 -0.181 2.849
C 1.887 -0.165 4.177
S 0.436 -0.387 5.050
C -0.435 -0.485 3.600
N 0.292 -0.360 2.525
H 4.448 0.000 2.333
H 6.270 0.001 0.064
H 6.180 -0.101 -2.407
H 4.035 -0.234 -3.597
H 1.888 -0.276 -2.359
H 2.831 -0.025 4.676
H -1.501 -0.655 3.582
N -6.544 0.714 0.210
C -5.766 -0.162 -0.465
O -6.201 -0.950 -1.276
C -4.280 -0.135 -0.166
C -3.469 -0.937 -0.958
C -2.114 -0.985 -0.705
N -1.542 -0.287 0.288
C -2.322 0.497 1.035
C -3.686 0.604 0.844
H -7.531 0.704 0.018
H -6.186 1.394 0.852
H -3.910 -1.520 -1.753
H -1.448 -1.602 -1.292
H -1.832 1.078 1.805
H -4.239 1.277 1.484
Ge 0.214 2.521 0.251
C 1.573 3.079 -1.011
C 1.467 2.797 -2.375
C 2.431 3.238 -3.267
C 3.522 3.962 -2.806
C 3.647 4.240 -1.453
C 2.683 3.793 -0.560
C -1.558 3.189 -0.192
C -2.206 2.813 -1.372
C -3.513 3.203 -1.620
C -4.198 3.970 -0.686
C -3.566 4.358 0.487
C -2.257 3.964 0.735
H 0.592 3.155 1.615
H 0.620 2.234 -2.752
H 2.334 3.017 -4.322
H 4.275 4.309 -3.502
H 4.494 4.810 -1.093
H 2.789 4.020 0.495
H -1.691 2.206 -2.108
H -4.001 2.907 -2.541
H -5.221 4.269 -0.876
H -4.091 4.971 1.209
H -1.772 4.277 1.654
C 2.196 -3.598 -1.125
C 1.174 -4.353 -0.337
C 1.173 -5.729 -0.306
C 0.229 -6.433 0.443
C -0.727 -5.748 1.194
C -0.761 -4.373 1.211
C -1.768 -3.640 2.043
C 0.191 -3.606 0.427
N 0.158 -2.308 0.407
H 2.848 -4.277 -1.672
H 2.812 -2.975 -0.472
H 1.714 -2.919 -1.831
H 1.921 -6.275 -0.869
H 0.243 -7.514 0.447
H -1.447 -6.308 1.779
H -2.354 -4.332 2.646
H -2.455 -3.057 1.424
H -1.263 -2.933 2.706

The HOMO energy (alpha / beta) is -0.355 / -0.342 Eh. For the energy above the lowest of the compared OMol25 structures with the same formula, charge and spin, the calculation gives 74.8 kcal per mole. Its net charge is +1.

***

Entry 2:
Formula: C3H6N2O2
Source: the Open Molecules 2025 dataset
Level of theory: ωB97M-V with the def2-TZVPD basis set

Cartesian coordinates (Å):
C -0.867 -1.299 0.592
C -0.068 -0.572 -0.156
C -0.190 0.910 -0.661
N -0.619 1.860 0.359
N 1.556 -1.084 -0.408
O 1.691 -2.269 -0.412
O 2.274 -0.153 -0.226
H -0.603 -2.324 0.820
H -1.856 -1.086 0.847
H 0.758 1.388 -1.038
H -0.795 0.812 -1.611
H -1.449 1.751 0.911
H 0.170 2.065 0.984

The SMILES is C=C(CN)[N+](=O)[O-]. The HOMO energy is -0.345 Eh. For the energy above the lowest of the compared OMol25 structures with the same formula, charge and spin, the calculation gives 141.4 kcal per mole. Its net charge is 0.

***

Entry 3:
Formula: C40H30Cl2NPPt
Source: the Open Molecules 2025 dataset
Level of theory: ωB97M-V with the def2-TZVPD basis set

Cartesian coordinates (Å):
Pt -0.230 -0.199 0.175
Cl -2.483 0.828 0.898
C -3.724 0.138 -0.129
C -5.014 0.096 0.365
C -6.020 -0.429 -0.430
C -5.715 -0.905 -1.694
C -4.409 -0.854 -2.170
C -3.379 -0.321 -1.399
P -1.623 -0.222 -1.933
C -1.695 -1.044 -3.566
C -1.678 -2.441 -3.567
C -1.798 -3.146 -4.758
C -1.913 -2.459 -5.961
C -1.897 -1.071 -5.969
C -1.787 -0.363 -4.777
C -1.493 1.552 -2.436
C -2.605 2.369 -2.639
C -2.448 3.707 -2.987
C -1.178 4.236 -3.162
C -0.063 3.423 -2.987
C -0.218 2.095 -2.615
H -5.225 0.469 1.361
H -7.036 -0.467 -0.058
H -6.497 -1.317 -2.320
H -4.189 -1.229 -3.162
H -1.573 -2.974 -2.625
H -1.790 -4.229 -4.747
H -2.009 -3.005 -6.892
H -1.974 -0.535 -6.908
H -1.774 0.721 -4.792
H -3.603 1.963 -2.522
H -3.322 4.335 -3.122
H -1.054 5.278 -3.434
H 0.933 3.829 -3.122
H 0.656 1.476 -2.456
C 2.901 -1.996 -2.116
C 4.040 -1.615 -1.412
C 3.909 -0.882 -0.246
C 2.647 -0.510 0.231
C 1.502 -0.863 -0.498
C 1.646 -1.622 -1.660
C 2.470 0.230 1.490
C 3.500 0.289 2.468
C 3.277 0.905 3.652
C 2.024 1.512 3.895
C 1.728 2.183 5.103
C 0.510 2.767 5.292
C -0.459 2.709 4.266
C -0.195 2.061 3.094
C 1.048 1.429 2.877
N 1.285 0.772 1.695
H 2.994 -2.587 -3.020
H 5.025 -1.887 -1.772
H 4.804 -0.580 0.285
H 0.768 -1.924 -2.217
H 4.444 -0.201 2.281
H 4.037 0.923 4.426
H 2.487 2.221 5.877
H 0.288 3.277 6.221
H -1.424 3.183 4.410
H -0.933 2.036 2.308
Cl 1.183 -2.081 6.726
C 0.615 -2.138 5.072
C -0.677 -1.747 4.766
C -1.113 -1.784 3.447
C -0.280 -2.208 2.402
C -0.723 -2.206 0.998
C 1.016 -2.615 2.754
C 1.464 -2.576 4.066
H -1.341 -1.420 5.559
H -2.128 -1.471 3.213
H -1.801 -2.282 0.874
H -0.194 -2.921 0.377
H 1.684 -2.960 1.970
H 2.475 -2.883 4.315

The HOMO energy (alpha / beta) is -0.205 / -0.205 Eh. For the energy above the lowest of the compared OMol25 structures with the same formula, charge and spin, the calculation gives 40.4 kcal per mole. Its net charge is 0.

***

Entry 4:
Formula: C2H6N4O3
Source: the Open Molecules 2025 dataset
Level of theory: ωB97M-V with the def2-TZVPD basis set

Cartesian coordinates (Å):
N 0.009 1.281 -2.813
N -0.468 0.301 -1.925
C 0.240 -0.056 -0.823
O 1.340 0.380 -0.569
N -0.363 -1.063 -0.059
N 0.137 -1.223 1.236
C -0.164 -0.267 2.166
O -1.059 0.529 2.048
O 0.599 -0.398 3.262
H 0.349 2.080 -2.275
H 0.812 0.909 -3.323
H -1.429 0.034 -2.066
H -1.375 -1.100 -0.073
H 1.049 -1.658 1.286
H 0.323 0.249 3.928

The SMILES is NNC(=O)NNC(=O)O. The HOMO energy is -0.372 Eh. For the energy above the lowest of the compared OMol25 structures with the same formula, charge and spin, the calculation gives 0.0 kcal per mole. Its net charge is 0.

***

Entry 5:
Formula: C57H48N5O2P2Tl
Source: the Open Molecules 2025 dataset
Level of theory: ωB97M-V with the def2-TZVPD basis set

Cartesian coordinates (Å):
Tl 0.814 -0.221 -0.524
C 0.085 -2.626 -4.507
C 0.343 -1.573 -3.620
N 0.845 -1.760 -2.423
C 1.200 -3.001 -2.030
C 0.937 -4.138 -2.839
C 0.345 -3.905 -4.097
C 1.263 -5.423 -2.372
C 1.815 -5.554 -1.125
C 2.112 -4.443 -0.330
C 1.849 -3.146 -0.756
N 2.097 -2.005 -0.045
C 2.785 -2.010 1.139
C 3.939 -2.745 1.375
C 4.504 -2.833 2.654
C 3.916 -2.230 3.733
C 2.795 -1.401 3.529
C 2.094 -0.768 4.576
C 1.051 0.063 4.288
C 0.742 0.329 2.942
N 1.323 -0.296 1.952
C 2.292 -1.203 2.217
H -0.344 -2.421 -5.478
H 0.132 -0.546 -3.901
H 0.105 -4.752 -4.729
H 1.063 -6.285 -2.995
H 2.036 -6.542 -0.740
H 2.524 -4.603 0.654
H 4.393 -3.281 0.554
H 5.396 -3.432 2.794
H 4.295 -2.384 4.736
H 2.390 -0.964 5.600
H 0.478 0.524 5.078
H -0.001 1.076 2.683
N -1.461 0.485 -1.707
C -2.460 -0.461 -2.223
C -2.872 -1.468 -1.151
C -1.652 -2.085 -0.431
O -1.387 -3.265 -0.610
O -1.011 -1.257 0.334
H -1.807 0.863 -0.831
H -1.317 1.251 -2.356
H -2.033 -0.986 -3.078
H -3.358 0.064 -2.574
H -3.448 -2.267 -1.614
H -3.486 -0.971 -0.400
C 4.975 0.012 -3.019
C 5.245 1.371 -2.952
C 4.282 2.229 -2.452
C 3.061 1.705 -2.023
N 2.831 0.396 -2.060
C 3.752 -0.428 -2.544
C 1.969 2.553 -1.483
C 1.927 3.913 -1.796
C 0.927 4.728 -1.297
C -0.029 4.195 -0.449
C 0.006 2.843 -0.131
C 0.977 1.996 -0.660
H 5.698 -0.691 -3.408
H 6.201 1.758 -3.281
H 4.486 3.286 -2.372
H 3.490 -1.480 -2.547
H 2.656 4.338 -2.474
H 0.889 5.772 -1.581
H -0.824 4.819 -0.057
H -0.751 2.455 0.546
C -3.060 2.308 3.619
P -2.732 1.502 1.963
C -3.386 -0.149 2.459
C -4.516 -0.758 1.922
C -4.900 -2.027 2.339
C -4.166 -2.703 3.299
C -3.025 -2.114 3.824
C -2.634 -0.858 3.397
C -4.128 2.221 0.998
C -3.821 2.784 -0.240
C -4.816 3.292 -1.063
C -6.142 3.214 -0.670
C -6.461 2.677 0.571
C -5.463 2.201 1.405
P -2.655 4.121 3.719
C -2.910 4.392 5.526
C -3.696 3.583 6.341
C -3.786 3.830 7.705
C -3.106 4.895 8.272
C -2.355 5.735 7.461
C -2.268 5.492 6.102
C -0.811 4.115 3.756
C -0.138 4.846 2.782
C 1.248 4.926 2.782
C 1.973 4.295 3.779
C 1.310 3.584 4.771
C -0.072 3.492 4.758
H -2.505 1.747 4.374
H -4.128 2.217 3.825
H -5.107 -0.258 1.169
H -5.775 -2.490 1.901
H -4.472 -3.689 3.622
H -2.428 -2.646 4.554
H -1.717 -0.435 3.786
H -2.787 2.839 -0.559
H -4.554 3.750 -2.009
H -6.928 3.569 -1.324
H -7.496 2.628 0.886
H -5.730 1.808 2.378
H -4.244 2.746 5.930
H -4.388 3.182 8.331
H -3.158 5.072 9.339
H -1.833 6.580 7.891
H -1.680 6.150 5.472
H -0.711 5.364 2.023
H 1.757 5.483 2.006
H 3.053 4.359 3.790
H 1.877 3.098 5.555
H -0.579 2.947 5.546

The HOMO energy is -0.239 Eh. For the energy above the lowest of the compared OMol25 structures with the same formula, charge and spin, the calculation gives 0.0 kcal per mole. Its net charge is 0.

***

Entry 6:
Formula: C5H3NO
Source: the Open Molecules 2025 dataset
Level of theory: ωB97M-V with the def2-TZVPD basis set

Cartesian coordinates (Å):
C 2.821 0.995 0.680
C 1.661 0.609 0.410
C 0.373 0.196 0.114
C -0.831 0.936 -0.079
O -1.869 0.149 -0.145
N -1.528 -1.173 -0.073
C -0.211 -1.177 0.056
H 0.253 -0.435 -1.004
H -1.012 2.002 -0.110
H 0.343 -2.102 0.151

The HOMO energy is -0.325 Eh. For the energy above the lowest of the compared OMol25 structures with the same formula, charge and spin, the calculation gives 174.2 kcal per mole. Its net charge is 0.